(1)
Here is C4H7NO in the gas phase from the OMol25 dataset. Energies are from wB97M-V/def2-TZVPD.

Results
Energy relative to the best compared isomer or geometry (same formula, charge and spin) ... 39.5 kcal per mole
SMILES string ... C[C@H]1CN1C=O
Highest occupied orbital energy ... -9.89 eV
Total energy ... -286.5687 Ha

The geometry in XYZ format:
```
13
Properties=species:S:1:pos:R:3:forces:R:3:mulliken_charge:R:1
C 0.3406 -0.6152 1.6740 0.0 0.0 0.0 -1.24
C 0.1290 0.3065 0.4914 -0.1 0.1 0.2 0.36
C 0.9603 0.2148 -0.7522 0.3 0.1 -0.1 -0.61
N -0.3852 -0.2897 -0.7264 -0.1 -0.1 -0.2 -0.25
C -1.3803 0.2394 -1.5302 0.1 0.1 -0.2 0.10
O -1.2194 0.5727 -2.6810 -0.1 -0.1 0.4 -0.51
H -0.5432 -1.2404 1.8322 0.1 0.1 0.0 0.26
H 0.5266 -0.0448 2.5892 0.0 -0.1 -0.2 0.34
H 1.1958 -1.2784 1.5098 -0.2 0.1 0.0 0.31
H -0.2418 1.3053 0.7290 0.0 -0.2 -0.1 0.41
H 1.1328 1.1162 -1.3375 0.0 -0.1 0.1 0.26
H 1.7415 -0.5398 -0.8124 -0.1 0.1 0.1 0.23
H -2.3661 0.2658 -1.0307 0.1 0.0 0.0 0.35
```
Forces are in eV/Å.

=====

(2)
Here is 2 unconnected molecules or ions with the total composition C4H7NO at a distorted geometry from the OMol25 dataset. Energies are from wB97M-V/def2-TZVPD.

Results
Energy relative to the best compared isomer or geometry (same formula, charge and spin) ... 46.3 kcal per mole
SMILES string ... C=CCC#N.O
Highest occupied orbital energy ... -10.30 eV
Total energy ... -286.5578 Ha

The geometry in XYZ format:
```
13
Properties=species:S:1:pos:R:3:forces:R:3:mulliken_charge:R:1
O -2.3917 0.5376 -1.0407 -0.3 0.2 -0.5 -0.68
C -0.7110 -0.8024 0.4048 0.4 -0.1 0.1 -0.58
C 0.3621 -0.4340 -0.2891 -0.1 -0.3 0.3 -0.39
C 1.2237 0.7410 0.1263 0.1 0.1 0.0 -0.34
C 2.1271 0.2677 1.1816 0.7 -0.3 0.8 0.26
N 2.7931 -0.1706 2.0193 -0.6 0.5 -0.8 -0.39
H -2.7634 -0.3144 -1.2939 -0.1 0.1 0.0 0.34
H -1.2794 -1.6917 0.1496 0.1 0.1 0.0 0.38
H -1.0864 -0.2197 1.2426 0.1 -0.1 -0.1 0.20
H -1.4439 0.4139 -1.1945 -0.4 0.1 0.0 0.38
H 0.7202 -1.0349 -1.1217 0.0 0.1 0.1 0.30
H 0.6319 1.5762 0.5215 0.0 -0.2 -0.1 0.24
H 1.8177 1.1314 -0.7058 -0.1 -0.1 0.1 0.30
```
Forces are in eV/Å.

=====

(3)
Here is C4H7NO in the gas phase from the OMol25 dataset. Energies are from wB97M-V/def2-TZVPD.

Results
Energy relative to the best compared isomer or geometry (same formula, charge and spin) ... 62.5 kcal per mole
SMILES string ... C/N=C/[C@H]1CO1
Highest occupied orbital energy ... -9.84 eV
Total energy ... -286.5320 Ha

The geometry in XYZ format:
```
13
Properties=species:S:1:pos:R:3:forces:R:3:mulliken_charge:R:1
C 1.3516 1.8639 -0.0395 0.1 0.2 0.0 -0.83
N 0.6716 0.6156 0.2759 -0.4 0.0 -0.3 -0.40
C -0.3294 0.3160 -0.4345 0.2 0.0 0.2 -0.29
C -1.1568 -0.8915 -0.1321 0.0 0.1 -0.2 0.18
C -0.5644 -2.0883 0.4779 0.2 -0.3 -0.1 -0.41
O -1.3382 -1.1905 1.2441 -0.1 0.0 0.2 -0.40
H 0.6451 2.7025 -0.0646 0.1 -0.1 0.0 0.31
H 1.8540 1.8120 -1.0129 0.0 0.0 0.1 0.31
H 2.1055 2.0744 0.7224 -0.1 0.0 -0.1 0.28
H -0.6666 0.9320 -1.2841 0.1 0.0 0.1 0.37
H -2.0554 -1.0045 -0.7402 0.1 0.0 0.1 0.36
H -1.0212 -3.0622 0.2993 0.1 0.2 0.0 0.26
H 0.5041 -2.0796 0.6883 -0.2 0.1 0.0 0.26
```
Forces are in eV/Å.

=====

(4)
Here is C4H7NO2 in the gas phase from the OMol25 dataset. Energies are from wB97M-V/def2-TZVPD.

Results
Energy relative to the best compared isomer or geometry (same formula, charge and spin) ... 38.7 kcal per mole
SMILES string ... O[C@@H]1CN=COC1
Highest occupied orbital energy ... -9.73 eV
Total energy ... -361.8192 Ha

The geometry in XYZ format:
```
14
Properties=species:S:1:pos:R:3:forces:R:3:mulliken_charge:R:1
O 1.5432 -0.1259 0.7462 0.4 -0.2 -0.1 -0.54
C 0.4338 -0.8439 0.2075 0.2 0.1 0.1 -0.18
C -0.7733 -0.4212 1.0444 -0.1 -0.2 0.0 -0.41
O -0.8323 1.0160 1.0076 0.3 -0.1 0.0 -0.35
C -0.4049 1.5720 -0.1462 -0.4 0.1 -0.5 0.09
N -0.0673 1.0274 -1.2471 0.3 0.3 0.7 -0.54
C 0.1449 -0.4175 -1.2243 -0.1 -0.3 -0.1 -0.51
H 1.8052 0.5809 0.1430 -0.1 -0.1 0.1 0.38
H 0.7226 -1.8957 0.3183 -0.6 0.0 -0.2 0.36
H -1.7391 -0.7726 0.6646 0.3 -0.3 -0.1 0.30
H -0.6569 -0.7584 2.0815 0.0 0.5 -0.2 0.30
H -0.3960 2.6554 -0.0576 -0.2 0.0 0.0 0.42
H -0.7340 -0.9293 -1.6246 -0.1 -0.1 0.2 0.36
H 0.9541 -0.6872 -1.9133 0.1 0.3 0.2 0.32
```
Forces are in eV/Å.

=====

(5)
Here is a molecular structure, C4H7NO2 from the OMol25 dataset. Energies are from wB97M-V/def2-TZVPD.

Results
Energy relative to the best compared isomer or geometry (same formula, charge and spin) ... 142.8 kcal per mole
Highest occupied orbital energy ... -9.94 eV
Total energy ... -361.6533 Ha

The geometry in XYZ format:
```
14
Properties=species:S:1:pos:R:3:forces:R:3:mulliken_charge:R:1
C -1.5647 0.9449 -0.1103 0.0 0.0 0.0 -1.32
C -0.2870 0.1474 -0.1518 -0.2 0.0 0.1 1.16
C 0.2480 -0.4409 -1.3903 0.0 -0.2 -0.2 -0.59
O 0.8282 0.7152 -0.8120 0.1 0.1 0.0 -0.44
C 0.0190 -0.5549 1.1133 0.3 -0.2 0.2 0.49
O -0.7893 -1.0270 2.0232 -0.1 0.0 0.0 -0.48
N 0.9261 -1.0140 1.8507 -0.3 0.2 -0.3 -0.44
H -1.7782 1.3540 -1.1006 0.0 -0.1 0.1 0.39
H -2.3968 0.3091 0.2058 0.1 0.1 0.0 0.33
H -1.4721 1.7723 0.5996 0.0 -0.1 -0.1 0.31
H 0.8584 -1.3419 -1.3440 -0.1 0.1 0.0 0.30
H -0.3069 -0.2789 -2.3140 0.1 0.0 0.2 0.26
H 3.0272 -0.4388 0.9564 0.1 0.0 -0.1 0.18
H 2.8466 -0.1018 0.3170 0.1 0.0 0.1 -0.16
```
Forces are in eV/Å.

=====

(6)
Here is C4H7NO2 in the gas phase from the OMol25 dataset. Energies are from wB97M-V/def2-TZVPD.

Results
Energy relative to the best compared isomer or geometry (same formula, charge and spin) ... 47.2 kcal per mole
SMILES string ... [H]/N=C(\C)OCC=O
Highest occupied orbital energy ... -9.98 eV
Total energy ... -361.8057 Ha

The geometry in XYZ format:
```
14
Properties=species:S:1:pos:R:3:forces:R:3:mulliken_charge:R:1
C 0.8256 0.2969 -0.9581 0.1 0.0 -0.1 -1.16
C 0.3237 -1.0765 -0.5759 0.0 -0.1 -0.2 0.88
N 0.4751 -2.1442 -1.2356 0.0 0.3 0.1 -0.71
O -0.3983 -1.1928 0.5771 0.0 0.0 -0.1 -0.38
C -0.5487 -0.0943 1.4458 0.0 0.1 0.1 -0.29
C -1.0625 1.1852 0.7902 -0.4 0.0 -0.2 -0.09
O -2.0142 1.2118 0.0524 0.3 0.0 0.5 -0.45
H 1.4083 0.2419 -1.8753 0.1 -0.1 0.1 0.35
H -0.0132 0.9657 -1.1617 0.3 -0.1 0.0 0.33
H 1.4573 0.7380 -0.1769 -0.1 -0.1 -0.1 0.31
H 0.9948 -1.9482 -2.0876 0.0 -0.1 0.1 0.24
H -1.3259 -0.3989 2.1546 0.1 0.0 0.0 0.29
H 0.3697 0.1084 2.0142 -0.1 0.0 -0.2 0.31
H -0.4918 2.1071 1.0368 -0.2 0.0 0.1 0.38
```
Forces are in eV/Å.

=====

(7)
Here is C4H7NO2 in the gas phase from the OMol25 dataset. Energies are from wB97M-V/def2-TZVPD.

Results
Energy relative to the best compared isomer or geometry (same formula, charge and spin) ... 11.4 kcal per mole
SMILES string ... C[C@@H](C=O)C(N)=O
Highest occupied orbital energy ... -10.03 eV
Total energy ... -361.8627 Ha

The geometry in XYZ format:
```
14
Properties=species:S:1:pos:R:3:forces:R:3:mulliken_charge:R:1
C 0.4204 -0.0264 1.6118 0.0 0.0 0.2 -1.44
C 0.2268 0.3198 0.1369 0.1 0.0 0.1 0.55
C 1.5412 0.1611 -0.6270 0.4 0.1 0.1 -0.08
O 2.6135 0.4329 -0.1473 -0.5 -0.1 -0.3 -0.47
C -0.8354 -0.5739 -0.4954 0.0 0.0 0.0 0.30
O -0.8540 -1.7772 -0.3094 0.0 0.4 -0.1 -0.60
N -1.7193 0.0652 -1.3138 -0.1 -0.1 0.0 -0.37
H 0.6429 -1.0939 1.7071 0.0 0.2 0.0 0.31
H 1.2508 0.5525 2.0273 -0.2 -0.1 -0.1 0.39
H -0.4925 0.1799 2.1814 0.2 0.0 -0.1 0.37
H -0.0513 1.3819 0.0309 0.0 -0.2 0.0 0.25
H 1.4619 -0.2064 -1.6719 0.0 0.0 0.1 0.35
H -1.7475 1.0703 -1.4026 0.0 -0.3 0.1 0.21
H -2.4574 -0.4857 -1.7280 0.1 0.1 0.0 0.24
```
Forces are in eV/Å.

=====

(8)
Here is C4H7NO2 in the gas phase from the OMol25 dataset. Energies are from wB97M-V/def2-TZVPD.

Results
Energy relative to the best compared isomer or geometry (same formula, charge and spin) ... 35.2 kcal per mole
SMILES string ... [H]/N=C(\C)OCC=O
Highest occupied orbital energy ... -9.89 eV
Total energy ... -361.8247 Ha

The geometry in XYZ format:
```
14
Properties=species:S:1:pos:R:3:forces:R:3:mulliken_charge:R:1
C -2.0020 -0.1272 -0.4420 -0.1 0.0 0.0 -1.08
C -0.7542 0.1674 0.3475 -0.1 0.2 0.0 0.79
N -0.3829 1.2664 0.8570 -0.1 -0.3 -0.2 -0.70
O 0.0394 -0.9324 0.4229 -0.1 0.0 -0.1 -0.39
C 1.4195 -0.6645 0.6261 0.2 0.0 0.1 -0.38
C 1.9374 0.0413 -0.6173 0.4 0.2 0.0 0.12
O 2.9019 0.7579 -0.6553 -0.4 -0.4 0.0 -0.47
H -2.8740 -0.2485 0.2056 0.1 0.0 0.0 0.30
H -2.1942 0.7025 -1.1281 0.0 -0.1 0.1 0.35
H -1.8619 -1.0412 -1.0214 -0.1 0.1 0.1 0.29
H -1.0814 1.9899 0.7005 0.1 -0.1 0.0 0.22
H 1.6191 -0.0684 1.5190 -0.1 -0.1 -0.1 0.31
H 1.8978 -1.6459 0.7106 0.0 0.2 0.0 0.32
H 1.3356 -0.1974 -1.5251 0.1 0.1 0.1 0.32
```
Forces are in eV/Å.